Entry 1:
ORCA calculation (ωB97M-V with the def2-TZVPD basis set) on a structure of composition C38H60IN4SiW.

For the HOMO-LUMO gap (spin up / spin down), the calculation gives 7.218 / 7.541 eV. As for the HOMO energy (spin up / spin down): -0.3788 / -0.3968 Eh. As for the spin multiplicity: 3. The expectation value of S² is 2.022. Its energy above the lowest of the compared OMol25 structures with the same formula, charge and spin is 57.1 kJ/mol. For the LUMO energy (spin up / spin down), the calculation gives -0.114 / -0.120 Eh. Its net charge is +1.

```
105
C38H60IN4SiW, DFT ωB97M-V with the def2-TZVPD basis set
C -3.12584 -1.69936 -1.42398
C 3.57908 -3.78794 -0.27445
H 1.56864 0.37750 -2.87053
H -4.88958 -1.96259 -0.31837
H 2.65811 4.73125 -2.82673
W 0.53732 0.24355 0.27567
H -4.26641 2.75025 -2.86259
H 3.34920 3.66378 -1.19021
H 0.07057 -3.34263 0.73340
C 0.41912 -2.71935 3.71111
C 2.46630 3.15661 -0.79497
H -5.32001 0.32776 0.40347
H -1.88559 0.47453 -2.03043
C 2.14578 -0.49013 -3.20755
H -3.16070 0.45111 -3.24485
C 1.68516 4.25460 -2.83504
H -0.84676 0.46842 4.24318
H -2.99053 -2.78235 -1.40806
C -0.26907 -1.41412 3.30185
C 2.48269 1.21395 2.82920
C 0.09371 -1.87543 -3.25061
H -0.37314 -2.84097 -3.04930
C 2.83453 -2.31979 1.56974
C -1.89421 1.15731 0.81468
H 3.43133 1.33397 -1.44517
C -4.22001 -2.29933 1.94092
H -1.47026 0.40248 -3.74404
C 0.28995 -3.31746 -0.33802
C -3.32596 3.01432 -2.37619
C -3.79354 -2.71941 3.18490
H 5.17748 -1.75709 0.23524
C 2.04969 3.92846 0.46159
H 2.03079 4.99561 0.24022
H -1.20634 4.25336 -4.52689
H 0.36735 -3.46359 2.91556
Si 1.44206 -1.89505 -0.80483
C -2.16410 0.83092 -3.01902
H 0.75636 -4.26808 -0.60709
N 0.57686 2.17299 2.68700
H -0.66123 -3.25536 -0.85746
H -5.22017 0.17968 -1.35252
H -2.33671 2.56116 -4.17688
H 0.09316 -1.72854 -4.33647
H 1.97717 -3.94432 -2.94643
N -1.36643 -0.12860 0.85186
H 3.17999 -0.37277 -2.87550
H 4.06114 -0.40355 0.13826
H -0.04834 -3.14698 4.59796
H 2.14109 -3.10338 1.87639
C -4.64348 0.11873 -0.42784
H -4.44674 -3.29554 3.82659
H -0.80267 -0.91085 5.32782
C 1.39994 3.30039 -1.86460
N -0.21897 1.75254 -0.79085
H 1.04453 3.65286 0.77757
H -1.70113 3.10936 -0.04250
H -2.13979 -2.78841 4.52345
C 3.11024 -2.36563 0.05987
C -2.15919 2.34993 -3.12084
H 2.40541 -1.35751 1.88426
C -0.29652 -0.44238 4.48177
H -3.39847 2.69053 -1.33796
C -2.14622 -1.14393 1.55038
H 2.21347 -2.97402 -4.40174
H 1.46901 -2.53801 3.95063
C 1.18316 2.74852 3.73042
H 4.43033 -4.04381 0.36660
C 2.32636 -2.97557 -3.31220
H -0.53317 -1.09791 -2.80995
C -0.80008 2.99561 -2.85521
C 0.75121 4.62790 -3.78021
H 4.46367 -1.32240 -1.31668
H 2.18188 1.02505 -0.29252
H 0.97897 5.38890 -4.51462
H -2.14390 -1.23691 -1.34988
H -3.23299 4.10165 -2.39196
H 2.74456 3.76593 1.28955
H -2.77022 1.38736 1.41070
C -0.47198 3.99442 -3.77384
C 4.25953 -1.40302 -0.24668
C -4.03999 -1.27895 -0.27995
H 0.70792 3.52282 4.30970
H 3.91260 -3.88290 -1.30592
H 3.39272 -2.89203 -3.09735
H 2.15395 -0.46811 -4.30271
H 3.28200 0.53495 2.57845
H 3.76313 -2.45693 2.13637
H -0.34753 2.34937 2.30291
I 3.86619 2.55834 5.26616
C 2.42229 2.15349 3.85842
H -5.20683 -2.58223 1.59608
H 0.71283 -0.17783 4.80475
C 1.53078 -1.80793 -2.72003
H -3.56089 -1.43015 -2.38869
H 3.69396 1.72702 0.26173
N 1.35396 1.24071 2.11871
H 0.33031 -0.98117 2.49900
C 2.97074 1.74716 -0.55155
H -3.88727 0.89736 -0.45657
C -2.50676 -2.42117 3.57407
C -1.31843 2.09899 0.00750
C 0.14063 2.66858 -1.85898
C -1.66824 -1.65448 2.77130
C -3.42364 -1.53495 1.08944
H 2.80593 -4.53660 -0.09791
```

Results of the Löwdin charge analysis, in e, for atoms 1 through 99: number 1, C, carries -0.065; number 2, C, carries -0.087; number 3, H, carries 0.056; number 4, H, carries 0.123; number 5, H, carries 0.119; number 6, W, carries 1.428; number 7, H, carries 0.088; number 8, H, carries 0.134; number 9, H, carries 0.014; number 10, C, carries -0.060; number 11, C, carries -0.340; number 12, H, carries 0.091; number 13, H, carries 0.029; number 14, C, carries -0.101; number 15, H, carries 0.083; number 16, C, carries -0.030; number 17, H, carries 0.075; number 18, H, carries 0.089; number 19, C, carries -0.383; number 20, C, carries -0.182; number 21, C, carries -0.109; number 22, H, carries 0.081; number 23, C, carries -0.125; number 24, C, carries -0.211; number 25, H, carries 0.090; number 26, C, carries -0.026; number 27, H, carries 0.085; number 28, C, carries -0.171; number 29, C, carries -0.049; number 30, C, carries -0.049; number 31, H, carries 0.093; number 32, C, carries -0.036; number 33, H, carries 0.095; number 34, H, carries 0.121; number 35, H, carries 0.073; number 36, Si, carries 0.618; number 37, C, carries -0.066; number 38, H, carries 0.038; number 39, N, carries 0.009; number 40, H, carries 0.008; number 41, H, carries 0.089; number 42, H, carries 0.125; number 43, H, carries 0.097; number 44, H, carries 0.084; number 45, N, carries -0.129; number 46, H, carries 0.061; number 47, H, carries 0.039; number 48, H, carries 0.083; number 49, H, carries 0.057; number 50, C, carries -0.048; number 51, H, carries 0.114; number 52, H, carries 0.091; number 53, C, carries -0.142; number 54, N, carries -0.130; number 55, H, carries 0.053; number 56, H, carries 0.130; number 57, H, carries 0.114; number 58, C, carries -0.640; number 59, C, carries -0.347; number 60, H, carries 0.024; number 61, C, carries -0.044; number 62, H, carries 0.042; number 63, C, carries -0.139; number 64, H, carries 0.091; number 65, H, carries 0.083; number 66, C, carries -0.115; number 67, H, carries 0.091; number 68, C, carries -0.088; number 69, H, carries 0.027; number 70, C, carries -0.116; number 71, C, carries -0.051; number 72, H, carries 0.076; number 73, H, carries -0.050; number 74, H, carries 0.114; number 75, H, carries 0.026; number 76, H, carries 0.087; number 77, H, carries 0.080; number 78, H, carries 0.136; number 79, C, carries -0.027; number 80, C, carries -0.090; number 81, C, carries -0.350; number 82, H, carries 0.139; number 83, H, carries 0.066; number 84, H, carries 0.070; number 85, H, carries 0.094; number 86, H, carries 0.116; number 87, H, carries 0.102; number 88, H, carries 0.133; number 89, I, carries 0.944; number 90, C, carries -0.770; number 91, H, carries 0.119; number 92, H, carries 0.079; number 93, C, carries -0.649; number 94, H, carries 0.081; number 95, H, carries 0.089; number 96, N, carries -0.100; number 97, H, carries 0.050; number 98, C, carries -0.071; number 99, H, carries 0.027

***

Entry 2:
ORCA calculation (ωB97M-V with the def2-TZVPD basis set) on a structure of composition C16H18ClO2PZr.

For the HOMO-LUMO gap, the calculation gives 5.472 eV. As for the HOMO energy: -0.5733 Eh. For the LUMO energy, the calculation gives -0.372 Eh. Its net charge is +2.

```
39
C16H18ClO2PZr, DFT ωB97M-V with the def2-TZVPD basis set
H -2.91313 -0.49708 2.03261
C -2.00014 -3.15481 -1.88918
H 1.77059 2.64884 -1.28632
O -0.79433 2.17004 -3.49188
H -2.65302 -4.03455 -1.99399
C 1.39294 1.28179 3.40001
C 1.31391 -1.55492 -0.39629
C 1.06285 0.65671 2.18865
H 2.94415 2.31987 4.47691
C -3.54849 -0.16487 -0.10631
C -2.22463 -2.02269 0.46697
C 3.23644 1.21535 1.24516
Cl -1.00844 -0.77010 -4.39700
P 1.16612 0.36175 -0.50221
C 2.68268 1.85331 3.52000
H 0.06765 0.27712 2.05703
C 2.03587 1.61196 -1.57478
H 2.37246 -1.77781 -0.21684
H 1.76725 1.57398 -2.63013
C -3.35837 -1.02500 -1.30036
C 1.94744 0.69332 1.10136
C -1.06168 1.14670 -2.93349
H 1.00724 -2.11459 -1.29425
H -1.75562 -2.80570 1.08440
C 3.61636 1.82096 2.46022
H 0.64702 1.34023 4.19974
O -1.10940 3.05616 0.95154
C -2.82651 -0.81376 0.99171
H 4.60064 2.28633 2.58723
C -2.51122 -2.13879 -0.94409
H 3.12790 1.56728 -1.49978
H -4.22439 0.66676 -0.00021
H 3.89424 1.23638 0.38503
C -1.33114 2.04394 0.44294
H -3.75644 -0.82807 -2.28262
Zr -1.45818 0.08778 -0.86758
H -1.01056 -3.49721 -1.56543
H 0.76740 -2.05026 0.44532
H -1.87547 -2.66630 -2.86409
```

Calculated atomic charges, method Löwdin, unit e: number 1, H, carries 0.141; number 2, C, carries -0.025; number 3, H, carries 0.088; number 4, O, carries 0.046; number 5, H, carries 0.128; number 6, C, carries -0.038; number 7, C, carries -0.202; number 8, C, carries -0.141; number 9, H, carries 0.125; number 10, C, carries -0.208; number 11, C, carries -0.047; number 12, C, carries -0.065; number 13, Cl, carries 0.093; number 14, P, carries 0.900; number 15, C, carries -0.028; number 16, H, carries 0.063; number 17, C, carries -0.198; number 18, H, carries 0.068; number 19, H, carries 0.041; number 20, C, carries -0.159; number 21, C, carries -0.413; number 22, C, carries -0.407; number 23, H, carries 0.038; number 24, H, carries 0.152; number 25, C, carries -0.018; number 26, H, carries 0.122; number 27, O, carries 0.212; number 28, C, carries -0.114; number 29, H, carries 0.129; number 30, C, carries -0.340; number 31, H, carries 0.056; number 32, H, carries 0.135; number 33, H, carries 0.102; number 34, C, carries -0.017; number 35, H, carries 0.142; number 36, Zr, carries 1.469; number 37, H, carries 0.090; number 38, H, carries 0.065; number 39, H, carries 0.015